Entry 1:
Formula: C28H25F15GeNOS4SbSi2Ta
Source: OMol25
Level of theory: the ωB97M-V functional and the def2-TZVPD basis

The geometry in XYZ format:
```
79
Properties=species:S:1:pos:R:3
Ta -0.10 -0.14 -1.62
S -3.79 0.23 -4.11
Sb -3.11 1.24 -2.20
S -0.66 1.83 -2.62
S -1.33 -1.02 0.20
N -1.46 -1.91 -5.01
C -0.67 -1.80 -3.97
O -1.16 -1.40 -2.87
C 0.79 -2.10 -3.96
C 1.41 -1.18 -2.90
H -2.39 -1.49 -4.92
H -1.10 -2.18 -5.91
H 1.23 -1.99 -4.95
H 0.89 -3.15 -3.68
H 1.98 -0.37 -3.37
H 2.12 -1.72 -2.27
F 0.81 5.36 0.94
C 1.23 5.29 -0.33
C 1.57 4.05 -0.85
C 2.02 4.02 -2.16
F 2.41 2.88 -2.73
C 2.09 5.17 -2.93
F 2.52 5.12 -4.19
C 1.72 6.39 -2.38
F 1.79 7.49 -3.11
C 1.29 6.45 -1.07
F 0.94 7.62 -0.54
Ge 1.40 2.52 0.35
S 1.95 0.59 -0.57
C 2.71 2.86 1.78
C 4.05 2.72 1.49
F 4.43 2.38 0.25
C 5.05 2.92 2.43
F 6.33 2.77 2.12
C 4.69 3.30 3.71
F 5.63 3.50 4.63
C 3.35 3.47 4.04
F 3.02 3.85 5.27
C 2.39 3.25 3.07
F 1.11 3.45 3.43
C -0.40 2.41 1.11
C -1.51 3.13 0.68
F -1.39 4.04 -0.29
C -2.77 2.93 1.22
F -3.81 3.63 0.78
C -2.94 2.00 2.23
F -4.14 1.79 2.74
C -1.85 1.28 2.70
F -2.02 0.37 3.65
C -0.61 1.50 2.13
F 0.42 0.78 2.60
C -3.37 -3.33 -1.81
Si -2.68 -3.65 -0.10
C -2.54 -5.50 0.14
C -3.84 -2.94 1.18
C -0.96 -2.83 0.05
Si 0.19 -3.40 1.45
C 0.78 -5.15 1.08
C -0.71 -3.33 3.08
C 1.71 -2.31 1.51
H -4.38 -3.76 -1.87
H -2.77 -3.81 -2.59
H -3.45 -2.27 -2.04
H -3.51 -5.96 -0.09
H -2.30 -5.76 1.18
H -1.79 -5.96 -0.51
H -4.75 -3.54 1.21
H -4.12 -1.92 0.93
H -3.41 -2.94 2.18
H -0.43 -3.02 -0.90
H -0.01 -5.90 1.18
H 1.58 -5.41 1.77
H 1.18 -5.22 0.07
H -1.53 -4.05 3.13
H -1.12 -2.33 3.26
H -0.02 -3.56 3.90
H 2.26 -2.33 0.56
H 2.38 -2.67 2.29
H 1.46 -1.28 1.72
```

Results
* Kohn-Sham gap (alpha / beta): 5.9 / 6.9 eV
* 2S+1: 2
* calculated total energy: -197447.054 eV

Entry 2:
Formula: C28H25F3FeN2O6S6
Source: OMol25
Level of theory: the ωB97M-V functional and the def2-TZVPD basis

The geometry in XYZ format:
```
71
Properties=species:S:1:pos:R:3
Fe -0.38 0.16 -0.06
O -3.22 4.41 4.42
C -2.13 4.65 3.89
O -1.34 5.60 4.02
C -1.66 3.57 2.88
C -0.31 3.44 2.55
C 0.09 2.47 1.66
N -0.79 1.66 1.07
C -2.09 1.78 1.37
C -2.56 2.71 2.27
C -2.96 0.79 0.64
O -4.17 0.78 0.77
O -2.28 -0.03 -0.10
H 0.40 4.12 3.01
H 1.13 2.29 1.40
H -3.61 2.76 2.51
C -4.06 -1.58 -1.87
O -3.30 -0.90 -2.86
C -3.47 0.45 -2.93
C -4.48 1.16 -2.30
C -4.53 2.54 -2.40
C -3.57 3.23 -3.13
C -2.57 2.52 -3.78
C -2.52 1.14 -3.67
N -1.54 0.38 -4.36
C -0.29 0.70 -4.60
C 0.53 1.59 -3.90
C 1.65 2.16 -4.58
C 2.50 3.00 -3.94
C 2.30 3.27 -2.56
C 1.29 2.68 -1.85
C 0.36 1.79 -2.48
O -0.49 1.12 -1.84
H -5.12 -1.56 -2.10
H -3.87 -1.14 -0.89
H -3.71 -2.61 -1.89
H -5.19 0.65 -1.67
H -5.29 3.08 -1.85
H -3.60 4.30 -3.19
H -1.82 3.05 -4.35
H -1.89 -0.48 -4.75
H 0.15 0.17 -5.45
H 1.79 1.93 -5.63
H 3.34 3.44 -4.46
H 2.98 3.93 -2.04
H 1.17 2.86 -0.79
C 0.09 -3.12 5.93
S 0.90 -3.53 4.36
C 1.76 -2.02 4.10
C 1.24 -0.88 3.61
S -0.44 -0.64 3.15
S 2.33 0.47 3.49
C 3.75 -0.31 4.10
S 5.21 0.42 4.27
S 3.45 -1.96 4.52
H -0.49 -4.00 6.21
H -0.57 -2.27 5.79
H 0.83 -2.92 6.70
C 2.22 -2.11 -1.30
S 0.58 -1.65 -1.85
C -0.30 -3.21 -1.65
H 2.18 -2.55 -0.31
H 2.80 -1.19 -1.25
H 2.67 -2.80 -2.02
H 0.01 -3.94 -2.39
H -1.36 -2.99 -1.77
H -0.14 -3.59 -0.64
F -1.45 -2.09 1.27
C -0.39 -1.23 1.37
F 0.71 -2.05 1.26
F 1.42 0.38 0.08
```

Results
* Kohn-Sham gap (alpha / beta): 6.3 / 6.3 eV
* charge: -1
* 2S+1: 2
* calculated total energy: -152260.898 eV